1.
{"formula": "C21H66O15", "method": "ωB97M-V/def2-TZVPD", "lumo_ev": [-3.30, -9.84], "total_charge": 1, "gap_ev": [7.771, 1.231], "e_homo_ev": [-11.07, -11.07], "e_tot_ev": -53542.7834, "multiplicity": 2, "elements": ["C", "O", "H", "H", "H", "H", "C", "O", "H", "H", "H", "H", "C", "O", "H", "H", "H", "H", "C", "C", "O", "O", "H", "H", "H", "H", "H", "H", "C", "C", "O", "O", "H", "H", "H", "H", "H", "H", "C", "C", "O", "O", "H", "H", "H", "H", "H", "H", "C", "C", "O", "H", "H", "H", "H", "H", "H", "C", "C", "O", "H", "H", "H", "H", "H", "H", "C", "C", "O", "H", "H", "H", "H", "H", "H", "C", "C", "O", "H", "H", "H", "H", "H", "H", "C", "C", "O", "H", "H", "H", "H", "H", "H", "C", "C", "O", "H", "H", "H", "H", "H", "H"], "coordinates": [[4.48, -0.12, -0.87], [5.81, -0.35, -1.16], [3.77, -0.74, -1.41], [4.25, -0.28, 0.19], [4.10, 0.90, -1.00], [6.16, -1.22, -0.93], [3.41, 0.95, -4.32], [1.97, 0.75, -4.49], [3.90, 0.79, -5.28], [3.62, 2.01, -4.21], [3.85, 0.24, -3.62], [1.49, 0.66, -3.66], [-3.55, 2.10, 2.93], [-2.44, 2.11, 2.07], [-3.85, 3.07, 3.31], [-4.35, 1.63, 2.36], [-3.39, 1.43, 3.78], [-1.76, 2.19, 2.75], [0.61, -4.34, 0.54], [0.48, -5.23, -0.74], [0.75, -4.60, -1.99], [0.44, -4.94, 1.80], [-0.10, -3.52, 0.46], [1.65, -4.08, 0.70], [-0.56, -5.54, -0.85], [1.14, -6.09, -0.66], [0.14, -3.86, -2.05], [1.28, -5.32, 2.09], [-3.93, 0.42, -1.03], [-4.71, -0.57, -0.02], [-5.68, -1.29, -0.73], [-2.87, -0.30, -1.62], [-3.61, 1.31, -0.48], [-4.54, 0.76, -1.86], [-5.22, 0.00, 0.75], [-4.04, -1.25, 0.51], [-5.31, -2.16, -0.87], [-2.70, 0.15, -2.44], [0.88, 0.84, -0.54], [-0.34, 0.17, 0.21], [-0.45, -1.21, -0.22], [0.53, 0.88, -1.96], [1.74, 0.19, -0.37], [1.04, 1.85, -0.15], [-1.30, 0.67, 0.09], [-0.15, 0.16, 1.29], [-1.14, -1.33, -0.87], [-0.42, 0.80, -1.92], [3.05, 3.49, 2.95], [4.21, 2.87, 2.18], [4.16, 3.16, 0.72], [3.31, 3.31, 4.00], [2.14, 2.96, 2.68], [2.88, 4.55, 2.79], [4.39, 1.80, 2.20], [5.16, 3.31, 2.48], [3.33, 3.61, 0.52], [1.12, 5.64, 1.15], [0.27, 5.72, -0.14], [0.34, 4.48, -0.75], [0.70, 5.06, 1.96], [1.38, 6.57, 1.67], [2.11, 5.25, 0.93], [0.72, 6.45, -0.81], [-0.79, 5.90, 0.04], [-0.53, 4.12, -0.92], [2.27, -1.88, 2.32], [2.70, -0.74, 3.24], [3.24, -1.27, 4.37], [1.97, -1.43, 1.37], [1.43, -2.32, 2.86], [3.09, -2.58, 2.19], [1.87, -0.08, 3.47], [3.39, 0.02, 2.88], [2.99, -0.80, 5.17], [-0.40, 3.56, -4.26], [-0.04, 3.09, -5.66], [-0.21, 1.67, -5.61], [-0.60, 4.62, -4.13], [0.49, 3.53, -3.62], [-1.12, 2.96, -3.70], [0.95, 3.26, -6.10], [-0.79, 3.50, -6.34], [0.70, 1.37, -5.46], [-2.98, -1.68, 3.74], [-2.08, -2.48, 2.86], [-1.06, -3.00, 3.67], [-3.81, -1.18, 3.24], [-2.47, -0.95, 4.38], [-3.46, -2.36, 4.44], [-1.63, -1.96, 2.01], [-2.66, -3.35, 2.55], [-0.46, -3.50, 3.11], [-3.48, -5.76, -0.89], [-3.14, -4.23, -1.00], [-4.26, -3.52, -1.57], [-4.49, -5.93, -0.52], [-2.73, -6.21, -0.25], [-3.28, -6.25, -1.85], [-2.43, -4.38, -1.81], [-2.66, -3.78, -0.14], [-3.90, -2.84, -2.14]]}


2.
{"formula": "C21H67NO28P7", "method": "ωB97M-V/def2-TZVPD", "lumo_ev": -3.65, "total_charge": 1, "gap_ev": 7.787, "e_homo_ev": -11.44, "e_tot_ev": -146708.6538, "elements": ["N", "H", "H", "H", "H", "C", "O", "P", "O", "O", "C", "O", "C", "H", "H", "H", "H", "H", "H", "H", "H", "H", "C", "O", "P", "O", "O", "C", "O", "C", "H", "H", "H", "H", "H", "H", "H", "H", "H", "C", "O", "P", "O", "O", "C", "O", "C", "H", "H", "H", "H", "H", "H", "H", "H", "H", "C", "O", "P", "O", "O", "C", "O", "C", "H", "H", "H", "H", "H", "H", "H", "H", "H", "C", "O", "P", "O", "O", "C", "O", "C", "H", "H", "H", "H", "H", "H", "H", "H", "H", "C", "O", "P", "O", "O", "C", "O", "C", "H", "H", "H", "H", "H", "H", "H", "H", "H", "C", "O", "P", "O", "O", "C", "O", "C", "H", "H", "H", "H", "H", "H", "H", "H", "H"], "coordinates": [[0.37, -2.17, 1.21], [1.22, -1.72, 0.88], [0.81, -2.83, 1.84], [-0.03, -2.63, 0.41], [-0.13, -1.40, 1.62], [-2.01, 5.91, -3.24], [-1.97, 6.22, -4.63], [-0.99, 7.21, -5.46], [-0.19, 6.62, -6.54], [-2.23, 8.14, -6.05], [-2.72, 7.85, -7.29], [-0.29, 8.27, -4.43], [0.34, 9.45, -4.90], [-2.89, 6.41, -2.83], [-1.09, 6.25, -2.77], [-2.06, 4.86, -2.96], [-3.22, 8.68, -7.78], [-3.47, 7.07, -7.14], [-1.95, 7.52, -7.98], [0.15, 9.58, -5.96], [1.39, 9.22, -4.73], [0.07, 10.22, -4.17], [-0.94, -4.91, -8.23], [-0.59, -4.56, -6.90], [-1.73, -4.67, -5.78], [-1.21, -4.42, -4.41], [-2.97, -3.68, -6.22], [-2.87, -2.26, -6.27], [-2.30, -6.16, -6.11], [-1.37, -7.26, -6.06], [-0.68, -4.00, -8.78], [-1.98, -5.14, -8.45], [-0.46, -5.84, -8.53], [-3.18, -2.04, -7.29], [-1.82, -2.01, -6.12], [-3.48, -1.54, -5.73], [-1.87, -7.92, -5.35], [-0.37, -7.17, -5.64], [-1.41, -7.82, -7.00], [-1.63, 7.28, 4.88], [-1.46, 5.98, 4.43], [-0.28, 5.00, 5.02], [-0.24, 3.53, 4.60], [1.10, 5.80, 4.72], [2.24, 5.67, 5.62], [-0.37, 5.11, 6.60], [-1.45, 4.59, 7.41], [-2.63, 7.70, 4.90], [-1.21, 7.82, 4.03], [-1.00, 7.47, 5.75], [3.05, 5.39, 4.94], [2.06, 4.86, 6.32], [2.46, 6.60, 6.15], [-1.02, 4.03, 8.25], [-2.22, 4.06, 6.85], [-1.88, 5.40, 8.00], [-1.87, -10.94, 3.78], [-0.83, -10.59, 2.92], [-1.06, -9.38, 1.84], [-0.92, -7.99, 2.34], [-0.06, -9.72, 0.61], [1.41, -9.81, 0.92], [-2.47, -9.86, 1.19], [-3.29, -8.97, 0.41], [-1.53, -11.09, 4.81], [-2.05, -11.93, 3.36], [-2.82, -10.42, 3.65], [1.49, -10.50, 1.76], [1.93, -8.86, 1.05], [1.86, -10.27, 0.04], [-2.83, -7.98, 0.38], [-4.20, -8.94, 1.01], [-3.54, -9.40, -0.56], [6.26, -1.88, -3.61], [7.12, -0.84, -3.28], [6.37, 0.58, -2.89], [5.05, 0.49, -2.24], [6.39, 1.49, -4.21], [6.03, 2.84, -4.00], [7.51, 1.38, -2.01], [8.71, 0.78, -1.49], [5.69, -2.07, -2.69], [6.74, -2.83, -3.85], [5.45, -1.59, -4.28], [4.98, 2.72, -3.73], [5.88, 3.38, -4.93], [6.66, 3.39, -3.31], [8.59, -0.23, -1.10], [9.20, 1.37, -0.71], [9.50, 0.76, -2.24], [4.02, -1.21, 7.95], [5.24, -0.96, 7.40], [5.92, -1.87, 6.22], [5.01, -2.69, 5.48], [7.03, -2.68, 7.15], [8.12, -3.51, 6.67], [6.90, -0.78, 5.42], [7.99, -0.12, 6.11], [4.00, -1.53, 8.99], [3.51, -2.00, 7.41], [3.43, -0.29, 7.94], [8.05, -4.51, 7.11], [9.07, -3.17, 7.08], [8.34, -3.42, 5.61], [8.07, 0.91, 5.79], [8.98, -0.50, 5.85], [7.89, -0.13, 7.19], [-10.31, 2.70, -1.44], [-9.03, 2.58, -0.96], [-8.75, 3.07, 0.55], [-9.74, 2.63, 1.59], [-7.21, 2.36, 0.85], [-7.06, 0.92, 0.88], [-8.37, 4.64, 0.48], [-9.36, 5.63, 0.68], [-10.56, 1.93, -2.17], [-10.65, 3.66, -1.82], [-10.89, 2.44, -0.55], [-8.07, 0.58, 1.10], [-6.45, 0.53, 1.70], [-6.85, 0.50, -0.10], [-8.96, 6.65, 0.72], [-9.99, 5.45, 1.55], [-10.12, 5.48, -0.09]]}